1.
{
  "formula": "C25H32F10N3O4PSTa",
  "method": "the ωB97M-V functional and the def2-TZVPD basis",
  "species": ["Ta", "C", "N", "C", "C", "N", "C", "C", "F", "C", "F", "C", "F", "C", "F", "C", "F", "C", "C", "N", "C", "C", "F", "C", "F", "C", "F", "C", "F", "C", "F", "H", "H", "H", "H", "H", "H", "H", "H", "H", "H", "H", "C", "S", "C", "O", "H", "H", "H", "H", "H", "H", "C", "C", "O", "P", "O", "C", "C", "O", "C", "C", "H", "H", "H", "H", "H", "H", "H", "H", "H", "H", "H", "H", "H", "H", "H"],
  "coordinates": [[-0.3807, 0.0343, 0.3807], [0.6103, 0.2570, 3.7692], [-0.5954, 0.1686, 2.9275], [-1.3146, -1.0658, 3.3116], [-2.3428, -1.4813, 2.2667], [-1.7357, -1.3532, 0.9414], [-2.2365, -2.2277, -0.0070], [-3.5732, -2.6414, -0.1146], [-4.4709, -2.1633, 0.7413], [-3.9977, -3.4793, -1.1459], [-5.2604, -3.8285, -1.2172], [-3.0924, -3.8940, -2.1310], [-3.4980, -4.6136, -3.1529], [-1.7571, -3.4896, -2.0478], [-0.8787, -3.8067, -2.9891], [-1.3640, -2.6898, -0.9909], [-0.0535, -2.2664, -0.8565], [-1.3831, 1.3954, 3.1678], [-2.3555, 1.7101, 2.0356], [-1.6493, 1.5810, 0.7586], [-2.0398, 2.4973, -0.2019], [-3.3413, 3.0117, -0.3547], [-4.3321, 2.5331, 0.3956], [-3.6384, 3.9606, -1.3329], [-4.8712, 4.3930, -1.4545], [-2.6480, 4.4090, -2.2171], [-2.9420, 5.2723, -3.1599], [-1.3602, 3.8669, -2.1246], [-0.4142, 4.1675, -2.9964], [-1.0962, 2.9418, -1.1291], [0.1506, 2.3389, -1.0155], [0.3358, 0.4033, 4.8190], [1.2350, 1.0924, 3.4510], [1.1833, -0.6635, 3.6970], [-1.8066, -0.9639, 4.2864], [-0.5735, -1.8663, 3.3926], [-3.2620, -0.8935, 2.3415], [-2.6197, -2.5241, 2.4558], [-0.6715, 2.2232, 3.2298], [-1.9337, 1.3424, 4.1137], [-2.6936, 2.7418, 2.1702], [-3.2401, 1.0677, 2.0516], [-0.2700, -0.5103, -4.0933], [-1.2410, 0.6020, -3.0529], [-2.9083, 0.0875, -3.5324], [-1.1105, -0.0062, -1.6095], [-0.4015, -1.5547, -3.8290], [0.7750, -0.2224, -4.0074], [-0.5768, -0.3584, -5.1267], [-3.1487, 0.5924, -4.4674], [-3.6087, 0.4133, -2.7662], [-2.9853, -0.9869, -3.6721], [5.8787, 1.7159, 0.9023], [4.4889, 1.9992, 0.3732], [3.7384, 0.7428, 0.3405], [2.1928, 0.4912, 0.3687], [1.8604, -0.2005, -1.0807], [2.8048, -0.7453, -2.0725], [3.8605, -1.6929, -1.5429], [2.0036, -0.8049, 1.3565], [3.0755, -1.6921, 1.8330], [3.8750, -1.0839, 2.9631], [6.4676, 2.6289, 0.8511], [6.3723, 0.9574, 0.3021], [5.8582, 1.3889, 1.9382], [4.5340, 2.3859, -0.6463], [3.9620, 2.7130, 1.0068], [3.2773, 0.0969, -2.5831], [2.1588, -1.2945, -2.7609], [4.5537, -1.1904, -0.8731], [4.4385, -2.0494, -2.3953], [3.4083, -2.5562, -1.0591], [3.7360, -1.9228, 1.0004], [2.5594, -2.6010, 2.1479], [4.2777, -0.1212, 2.6689], [4.7087, -1.7459, 3.1804], [3.2921, -0.9706, 3.8715]],
  "atomic_forces_ev_per_a": [[-4.00, 0.48, -0.87], [0.63, -0.06, 0.18], [-0.08, -0.07, -1.20], [-0.40, -0.58, -0.22], [-0.02, 0.30, 0.95], [1.43, 1.04, 0.35], [-0.21, -0.96, -1.37], [0.28, 0.13, -0.12], [-0.09, -0.14, -0.09], [0.39, 0.09, -0.02], [0.03, 0.00, -0.04], [0.04, 0.21, 0.25], [0.05, 0.02, 0.14], [0.04, 0.22, 0.24], [-0.01, -0.14, -0.06], [-0.05, -0.07, 0.26], [-0.45, -0.09, -0.11], [-0.42, 0.52, -0.31], [-0.05, -0.35, 0.81], [1.65, -1.51, 0.12], [-0.19, 0.93, -1.24], [0.27, -0.12, -0.14], [0.05, 0.17, -0.08], [0.32, -0.12, 0.01], [0.02, 0.05, 0.00], [0.08, -0.34, 0.25], [0.07, -0.11, 0.12], [0.04, -0.18, 0.18], [-0.07, 0.14, 0.00], [0.18, -0.22, 0.36], [-0.62, 0.52, -0.22], [-0.10, 0.04, -0.11], [-0.06, -0.03, 0.04], [-0.09, 0.09, -0.03], [0.18, 0.13, -0.06], [-0.04, 0.14, 0.00], [0.18, -0.16, -0.06], [0.07, 0.15, -0.11], [-0.08, -0.09, 0.05], [0.18, -0.09, -0.02], [0.03, -0.17, -0.08], [0.13, 0.20, -0.02], [0.14, 0.27, 0.12], [-0.41, -0.82, -0.40], [0.12, 0.14, 0.06], [0.69, 0.06, 1.73], [-0.22, -0.06, 0.21], [-0.04, 0.09, 0.05], [-0.17, 0.17, -0.06], [0.10, 0.10, -0.06], [0.10, 0.15, 0.10], [0.24, -0.12, 0.08], [-0.31, -0.07, -0.05], [0.73, 0.80, 0.06], [-1.05, 0.04, 0.19], [1.30, -2.06, -0.26], [-0.22, 0.94, 1.16], [0.31, -0.59, -0.59], [-0.23, 0.20, 0.11], [-0.23, 1.37, -0.52], [0.40, -0.70, 0.33], [-0.32, 0.06, -0.12], [0.01, 0.07, -0.03], [0.08, -0.05, -0.09], [-0.02, 0.00, 0.08], [-0.12, -0.10, 0.06], [-0.08, -0.06, -0.02], [-0.27, 0.05, 0.09], [0.10, 0.22, 0.04], [0.03, -0.08, 0.01], [-0.05, -0.03, -0.06], [0.04, -0.08, 0.01], [-0.22, -0.01, -0.04], [0.06, 0.08, -0.12], [0.11, 0.10, 0.05], [0.09, -0.09, 0.04], [0.00, 0.01, 0.10]],
  "lowdin_charge": [1.9900, -0.0610, -0.2657, -0.1402, -0.1575, -0.1285, -0.1820, -0.1192, 0.1418, -0.1145, 0.1924, -0.1144, 0.1910, -0.1390, 0.1475, -0.1370, 0.0182, -0.1432, -0.1584, -0.1247, -0.1848, -0.1237, 0.1385, -0.1159, 0.1919, -0.1059, 0.1980, -0.1540, 0.1622, -0.1679, -0.0214, 0.1281, 0.0996, 0.0687, 0.1550, 0.1365, 0.1192, 0.1538, 0.1373, 0.1550, 0.1503, 0.1203, -0.1683, 1.0745, -0.1628, -0.6492, 0.0625, 0.0539, 0.0935, 0.0874, 0.0733, 0.0706, -0.0412, -0.2027, -0.2585, 0.7497, -0.3775, -0.1967, -0.0492, -0.3836, -0.2009, -0.0352, 0.1034, 0.0918, 0.0783, 0.1305, 0.1244, 0.1371, 0.1072, 0.0722, 0.1104, 0.0911, 0.0937, 0.1368, 0.0615, 0.1093, 0.0764],
  "e_tot_ev": -87927.598,
  "homo_lumo_gap_ev": 6.32,
  "charge": 3,
  "e_homo_ev": -16.9,
  "de_lowest_kcal_mol": 26.5
}

2.
{
  "formula": "C3H10N2S",
  "method": "the ωB97M-V functional and the def2-TZVPD basis",
  "species": ["N", "C", "C", "S", "C", "N", "H", "H", "H", "H", "H", "H", "H", "H", "H", "H"],
  "coordinates": [[0.0739, -0.0995, 1.5973], [-0.0808, 0.1589, 0.1668], [-1.5202, -0.0718, -0.2427], [-2.7074, 1.0587, 0.4999], [0.8449, -0.7648, -0.6141], [2.2168, -0.3045, -0.4782], [-0.7397, 0.2208, 2.1091], [-2.2138, 2.1854, -0.0275], [0.8677, 0.4025, 1.9939], [0.2145, 1.1888, -0.0804], [-1.5893, -0.0429, -1.3267], [-1.7967, -1.0726, 0.0920], [0.5050, -0.8478, -1.6532], [0.7386, -1.7503, -0.1564], [2.8549, -0.8872, -1.0071], [2.3316, 0.6263, -0.8728]],
  "atomic_forces_ev_per_a": [[0.17, 0.16, 0.29], [0.33, 0.12, 0.37], [0.31, -0.16, -0.15], [-0.28, 0.04, 0.15], [-0.26, -0.07, 0.05], [0.43, 0.13, -0.13], [-0.07, 0.11, -0.09], [0.06, 0.02, -0.04], [-0.12, -0.30, -0.29], [-0.18, 0.12, -0.13], [-0.16, 0.00, -0.07], [-0.19, -0.02, -0.02], [-0.01, 0.11, -0.11], [0.17, -0.05, -0.05], [-0.02, -0.14, 0.14], [-0.19, -0.09, 0.08]],
  "lowdin_charge": [0.0310, -0.5113, -0.5587, 0.7177, -0.2797, -0.0046, 0.0322, -0.1404, 0.0769, 0.1271, 0.0710, 0.0838, 0.1062, 0.1178, 0.0642, 0.0666],
  "e_tot_ev": -17088.571,
  "homo_lumo_gap_ev": 10.02,
  "e_homo_ev": -9.1,
  "de_lowest_kcal_mol": 0.8
}

3.
{
  "formula": "C16H24O6",
  "method": "the ωB97M-V functional and the def2-TZVPD basis",
  "species": ["C", "C", "O", "C", "O", "C", "C", "C", "C", "C", "C", "C", "C", "C", "C", "O", "C", "C", "O", "O", "C", "O", "H", "H", "H", "H", "H", "H", "H", "H", "H", "H", "H", "H", "H", "H", "H", "H", "H", "H", "H", "H", "H", "H", "H", "H"],
  "coordinates": [[-4.1756, -1.2078, -0.3129], [-2.9136, -1.1942, -1.1354], [-2.8792, 0.0146, -1.9111], [-1.8282, 0.0943, -2.7850], [-2.0159, 0.2161, -3.9648], [-0.4533, 0.0785, -2.1570], [0.3422, -1.1575, -2.5848], [1.7386, -1.2100, -1.9119], [1.7667, -2.2080, -0.8083], [1.7884, -2.0968, 0.5249], [1.8439, -0.8991, 1.4065], [0.4703, -0.3625, 1.8496], [0.5135, 1.1387, 2.1522], [0.7071, 2.0380, 0.9249], [1.4285, 3.3693, 1.2010], [0.6142, 4.5069, 1.0028], [-0.3737, 4.6480, 1.9988], [1.7775, -3.4800, 1.0776], [1.7749, -3.8230, 2.2223], [1.7361, -4.3802, 0.0372], [1.7444, -3.6605, -1.1411], [1.7301, -4.1783, -2.2176], [-4.2106, -0.3604, 0.3711], [-4.1861, -2.1210, 0.2861], [-5.0622, -1.2110, -0.9441], [-2.8762, -2.0511, -1.8127], [-2.0406, -1.2441, -0.4731], [-0.5553, 0.0727, -1.0695], [0.0537, 0.9976, -2.4551], [0.4330, -1.2091, -3.6673], [-0.2268, -2.0387, -2.2765], [2.4603, -1.5107, -2.6724], [2.0344, -0.2280, -1.5411], [2.4362, -0.1277, 0.9093], [2.3994, -1.1908, 2.3012], [0.2049, -0.8638, 2.7820], [-0.3072, -0.6033, 1.1221], [-0.4054, 1.4165, 2.6720], [1.3348, 1.2973, 2.8582], [1.2664, 1.4931, 0.1614], [-0.2669, 2.2716, 0.4905], [2.2563, 3.4858, 0.5003], [1.8518, 3.3859, 2.2128], [0.0763, 4.6858, 2.9969], [-0.9044, 5.5772, 1.8017], [-1.1028, 3.8297, 1.9784]],
  "atomic_forces_ev_per_a": [[0.00, -0.22, 0.11], [0.10, 0.14, 0.18], [-0.03, -0.23, -0.27], [-0.15, 0.17, -0.41], [0.09, 0.05, 0.54], [-0.01, -0.28, 0.13], [-0.03, 0.06, 0.28], [-0.14, -0.07, -0.20], [0.06, 0.06, 0.14], [0.06, 0.02, -0.42], [0.18, -0.15, 0.10], [0.10, 0.15, 0.30], [0.07, -0.09, -0.10], [-0.01, -0.09, 0.23], [0.01, 0.01, -0.28], [-0.02, -0.01, 0.10], [-0.05, 0.00, -0.07], [-0.24, -0.04, 0.67], [0.07, 0.11, -0.44], [0.07, -0.14, -0.11], [-0.08, -0.16, -0.43], [0.02, 0.16, 0.50], [-0.02, 0.05, -0.08], [-0.04, 0.02, 0.00], [0.01, 0.10, -0.02], [-0.04, -0.01, -0.02], [-0.01, -0.01, -0.06], [0.10, 0.18, -0.05], [0.02, -0.02, -0.03], [-0.02, 0.12, -0.02], [0.04, -0.07, -0.16], [0.11, -0.03, 0.11], [-0.03, 0.03, -0.01], [-0.13, 0.04, -0.06], [0.02, 0.10, -0.01], [-0.16, -0.18, -0.13], [0.01, 0.07, -0.10], [0.03, 0.06, 0.07], [-0.01, 0.07, 0.02], [-0.01, 0.01, -0.04], [0.02, -0.02, -0.13], [-0.01, 0.06, 0.04], [-0.04, -0.03, 0.07], [0.01, 0.03, 0.03], [0.04, 0.01, 0.03], [0.02, -0.04, -0.01]],
  "lowdin_charge": [-0.0632, -0.2421, -0.0188, -0.4766, 0.1482, -0.1056, -0.1422, -0.0970, -0.0756, -0.0645, -0.1169, -0.1733, -0.2002, -0.1741, -0.2236, -0.1879, -0.1104, -0.3821, 0.1769, 0.1550, -0.3830, 0.1820, 0.0816, 0.0820, 0.0830, 0.1325, 0.1010, 0.0892, 0.1369, 0.1259, 0.1158, 0.1286, 0.1128, 0.1169, 0.1294, 0.1182, 0.0959, 0.1109, 0.1144, 0.0847, 0.1164, 0.1215, 0.1163, 0.0912, 0.0900, 0.0799],
  "e_tot_ev": -29266.105,
  "homo_lumo_gap_ev": 9.33,
  "e_homo_ev": -10.1
}